Density functional theory data (ωB97M-V/def2-TZVPD) for a molecular structure, C60H50FLiN10O20 in a non-equilibrium geometry.

Values from the calculation:
Charge: 0
Frontier orbital gap in eV: 8.1485
DFT total energy in eV: -121778.70916
Highest occupied orbital energy in eV: -9.27
E_LUMO in eV: -1.12

Each line ends with the Mulliken charge.
CARTESIAN COORDINATES (ANGSTROEM)
Li: 0.9009 -0.8624 0.9783  0.887
F: 0.3622 0.1291 -0.3405  -0.386
C: -3.7519 -3.8902 -2.2919  -0.901
C: -3.6148 -5.0118 -1.4932  -0.687
C: -2.7717 -4.9839 -0.4117  -0.658
C: -2.0150 -3.7820 -0.2164  -0.475
C: -2.0517 -2.7397 -1.0493  -0.030
C: -2.9551 -2.7655 -2.1476  -0.149
N: -1.0506 -3.7757 0.8532  0.793
O: -0.4934 -2.7002 1.0253  -0.143
O: -0.8885 -4.8386 1.4528  -0.647
H: -4.4643 -3.9176 -3.1045  0.474
H: -4.1972 -5.8780 -1.7991  0.393
H: -2.5852 -5.8023 0.2651  0.579
H: -1.3738 -1.9297 -0.8370  0.866
H: -3.0495 -1.9536 -2.8611  0.441
C: -3.0194 0.9112 -4.1774  -0.528
C: -2.5388 1.2758 -5.4372  -0.658
C: -1.3003 1.8336 -5.5632  -0.848
C: -0.5567 1.8717 -4.3920  0.238
C: -0.9381 1.5054 -3.1649  -0.771
C: -2.2569 1.1028 -3.0310  0.275
N: 0.7943 2.3674 -4.5573  1.248
O: 1.2836 2.3948 -5.6687  -0.639
O: 1.3930 2.6603 -3.5547  -0.659
H: -4.0004 0.4725 -4.0704  0.510
H: -3.1660 1.1254 -6.3011  0.435
H: -0.7951 2.2379 -6.4206  0.579
H: -0.2787 1.5353 -2.3100  0.315
H: -2.7652 0.9020 -2.1047  0.491
C: 5.3774 1.6667 0.4493  -0.722
C: 5.2758 0.5289 -0.3576  0.126
C: 6.0769 0.3898 -1.4492  -0.628
C: 6.9168 1.4324 -1.7167  0.326
C: 7.0192 2.5932 -1.0330  -0.673
C: 6.2259 2.7313 0.0717  -0.523
N: 7.8134 1.3004 -2.8794  1.050
O: 8.5310 2.2172 -3.1762  -0.639
O: 7.7781 0.2469 -3.5059  -0.635
H: 4.7852 1.8804 1.3252  0.529
H: 4.5485 -0.2023 0.0052  0.264
H: 6.1276 -0.4529 -2.1207  0.613
H: 7.7028 3.3602 -1.3767  0.489
H: 6.2028 3.6479 0.6478  0.413
C: 2.0365 -3.3897 7.5711  -0.412
C: 2.6397 -4.4478 6.9243  -0.573
C: 2.8329 -4.3579 5.5187  -0.663
C: 2.2407 -3.2855 4.8745  -0.179
C: 1.5323 -2.2903 5.5013  0.416
C: 1.5071 -2.3008 6.8962  -0.643
N: 2.2688 -3.2880 3.4326  0.879
O: 1.7568 -2.2530 2.9224  -0.214
O: 2.8637 -4.1453 2.8805  -0.608
H: 1.9851 -3.4580 8.6513  0.380
H: 2.9466 -5.3232 7.4978  0.387
H: 3.2367 -5.1174 4.8747  0.519
H: 1.1324 -1.5003 4.8749  0.307
H: 1.1625 -1.4546 7.4845  0.401
C: 4.1167 -0.7942 -4.5215  -0.883
C: 4.2435 -2.1570 -4.2754  -0.858
C: 3.7022 -2.7054 -3.1157  -0.681
C: 3.0794 -1.8521 -2.2646  0.467
C: 2.9106 -0.4850 -2.4765  0.268
C: 3.3928 0.0048 -3.6442  -0.477
N: 2.4756 -2.3967 -1.0192  1.086
O: 1.8835 -3.4370 -1.0810  -0.584
O: 2.6721 -1.6700 -0.0333  -0.556
H: 4.5230 -0.3355 -5.4203  0.515
H: 4.8881 -2.7315 -4.9195  0.497
H: 3.9900 -3.6951 -2.7882  0.523
H: 2.2868 0.0229 -1.7444  0.079
H: 3.1477 1.0526 -3.8310  0.554
C: 0.1227 -3.2249 -3.6802  -0.049
C: 0.0578 -1.8626 -3.8902  -0.035
C: 0.6375 -1.3483 -5.0203  0.256
C: 0.9368 -2.2247 -6.0077  -0.631
C: 0.8706 -3.6051 -5.9294  -0.588
C: 0.5279 -4.1044 -4.6929  -1.134
N: 1.4168 -1.6151 -7.2852  1.098
O: 1.5040 -2.3629 -8.2536  -0.670
O: 1.7807 -0.4484 -7.2911  -0.581
H: -0.2608 -3.6395 -2.7587  0.346
H: -0.3089 -1.1864 -3.1339  0.175
H: 0.8066 -0.2876 -5.1632  0.702
H: 1.0532 -4.2592 -6.7605  0.546
H: 0.4988 -5.1765 -4.6175  0.490
C: -8.4892 -0.8280 1.5365  -0.441
C: -8.6648 -0.6977 0.1572  -0.559
C: -7.5758 -0.4044 -0.6586  -0.341
C: -6.3211 -0.3953 -0.0556  0.027
C: -6.1271 -0.5694 1.2641  -0.391
C: -7.2241 -0.7825 2.0914  -0.597
N: -5.1158 -0.1484 -0.8878  0.930
O: -4.2144 0.4819 -0.3862  -0.331
O: -5.2134 -0.4419 -2.0959  -0.490
H: -9.3265 -0.9173 2.1995  0.396
H: -9.6305 -0.6340 -0.3136  0.363
H: -7.7298 -0.0545 -1.6685  0.414
H: -5.1394 -0.5638 1.7004  0.617
H: -7.0983 -0.9232 3.1563  0.410
C: 1.1486 5.0743 1.6687  -0.788
C: 1.3411 4.8570 3.0008  -0.730
C: 1.7855 3.6781 3.4760  -0.414
C: 1.9725 2.6893 2.5050  0.115
C: 1.8020 2.8034 1.1724  -0.029
C: 1.3846 4.0343 0.7200  -1.032
N: 2.4363 1.3902 2.9637  1.260
O: 2.3775 0.4685 2.1995  -0.611
O: 2.8347 1.3619 4.1229  -0.715
H: 0.8537 6.0756 1.3512  0.456
H: 1.2250 5.7098 3.6434  0.464
H: 2.0282 3.4593 4.4916  0.781
H: 1.9358 1.9108 0.5858  0.619
H: 1.2423 4.2266 -0.3350  0.528
C: -3.3882 3.8134 2.0208  -0.894
C: -3.7916 5.1165 1.7502  -0.745
C: -3.2419 5.7724 0.6354  -0.547
C: -2.3261 5.0396 -0.1480  -0.105
C: -1.9345 3.7413 0.1487  0.109
C: -2.4974 3.1056 1.2349  -0.576
N: -1.7508 5.7206 -1.3216  1.083
O: -0.7421 5.2156 -1.7933  -0.565
O: -2.3081 6.7267 -1.6981  -0.646
H: -3.7444 3.2503 2.8711  0.461
H: -4.4285 5.6601 2.4348  0.392
H: -3.3631 6.8204 0.3753  0.477
H: -1.1961 3.2683 -0.4847  0.601
H: -2.3224 2.0936 1.5530  0.928
C: -0.8508 1.4213 7.2632  -0.489
C: -0.3992 2.0548 6.1365  -0.958
C: -0.4900 1.4406 4.9003  0.374
C: -1.1078 0.1736 4.8440  -0.430
C: -1.6925 -0.4262 5.9418  -0.361
C: -1.5727 0.2171 7.1893  -0.712
N: -1.2705 -0.3867 3.5590  1.290
O: -0.4292 -0.1674 2.7223  -0.299
O: -2.1811 -1.2092 3.4508  -0.693
H: -0.6966 1.7449 8.2808  0.420
H: 0.0781 3.0173 6.2461  0.414
H: -0.1852 1.8166 3.9272  0.385
H: -2.1427 -1.3827 5.7765  0.558
H: -1.8570 -0.2163 8.1401  0.406